[1]
Entry from the OMol25 dataset: a single C18H26 molecule (wB97M-V/def2-TZVPD).

energy above the lowest of the compared OMol25 structures with the same formula, charge and spin = 0.000 eV

Each line ends with the Mulliken charge.
CARTESIAN COORDINATES (ANGSTROEM)
H: -1.54 -3.83 0.10  0.49
H: 1.34 1.56 3.44  0.41
C: -2.41 -1.41 -2.10  -1.52
H: 0.48 -0.60 -3.21  0.40
H: -2.23 -2.07 1.62  0.38
C: 0.99 3.53 0.75  -1.53
C: 2.55 0.92 -1.41  -1.61
H: 2.38 0.76 -2.51  0.40
C: -2.06 -3.45 -0.72  -2.15
H: -3.20 -0.88 0.81  0.34
H: -2.89 -0.74 -1.37  0.30
C: -0.34 0.50 1.24  -0.56
H: 0.35 -3.46 -1.74  0.37
C: 1.31 2.14 1.40  1.94
H: 0.50 2.97 3.25  0.45
H: -3.05 -3.22 -0.42  0.43
C: -1.32 -2.25 -1.41  1.85
H: -2.65 -0.52 2.32  0.49
H: 1.06 3.40 -0.34  0.33
H: -0.95 0.49 3.34  0.53
H: -3.17 -2.06 -2.58  0.39
C: 0.65 2.03 2.74  -1.64
C: 1.26 0.43 -0.68  0.49
C: 0.83 1.03 0.62  -0.06
H: 3.58 0.52 -1.26  0.24
C: 0.48 -0.73 -1.17  1.12
C: -2.33 -1.05 1.46  -2.09
H: 1.74 -1.66 -2.66  0.58
H: 3.01 2.82 2.45  0.48
H: -2.07 -4.29 -1.42  0.45
H: 1.75 4.29 1.12  0.33
C: -1.08 -0.55 0.64  1.72
C: -0.61 1.15 2.58  -1.04
H: -0.52 -3.02 -3.20  0.38
C: -0.69 -1.23 -0.52  -0.63
H: 2.97 1.05 1.89  0.50
C: -0.16 -2.62 -2.27  -1.16
H: 0.04 3.86 0.98  0.50
H: -1.54 1.77 2.30  0.34
C: 0.76 -1.39 -2.46  -1.72
H: 3.28 2.35 0.73  0.43
C: 2.80 2.06 1.63  -2.12
H: 2.61 2.03 -1.21  0.39
H: -1.95 -0.64 -2.76  0.35


[2]
Entry from the OMol25 dataset: a gas-phase ion, C4H4NO (charge +1) (wB97M-V/def2-TZVPD).

energy above the lowest of the compared OMol25 structures with the same formula, charge and spin = 7.699 eV
total charge = +1

Each line ends with the Mulliken charge.
CARTESIAN COORDINATES (ANGSTROEM)
N: -3.77 0.16 -0.44  0.03
H: 0.67 0.52 1.27  0.37
O: -3.31 -0.17 0.65  0.03
C: -1.87 0.30 -1.24  -0.07
H: 0.97 -0.33 -0.27  0.33
C: -1.94 -0.15 0.83  -0.01
H: 0.72 1.56 -0.36  0.32
H: -1.42 -0.71 1.68  0.37
C: 0.40 0.55 0.13  -1.04
C: -1.06 0.41 -0.19  0.66